The following is a quantum chemistry calculation of CH3BrO3S as an isolated structure, from the Open Molecules 2025 dataset.

Values from the calculation:
F_max = 0.1381 Eh/bohr
E_HOMO = -11.23 eV
Charge = 0
E = -3237.76091 Ha
Relative energy (zero: lowest compared OMol25 entry of this formula, charge and spin) = 18.6 kcal per mole

Geometry as XYZ:
```
9
Properties=species:S:1:pos:R:3:forces:R:3:nbo_charge:R:1
C 0.6176 -0.7333 0.7714 5.021 -2.662 4.255 -0.326
O 0.4806 1.6108 -0.6969 -0.271 -0.557 0.304 -0.887
O -0.6499 -0.0750 -2.1335 0.142 1.098 3.851 -0.861
O -0.6369 -0.2628 0.4760 -0.799 0.118 -0.995 -0.670
S -0.5650 0.6419 -0.8290 0.407 -0.242 -4.039 2.174
Br -2.4190 1.6008 -0.4963 -1.035 0.463 0.082 -0.068
H 1.2918 -0.0165 1.4293 -1.607 -0.751 -1.731 0.206
H 1.2561 -1.1025 -0.0723 -0.943 0.545 0.366 0.214
H 0.6248 -1.6633 1.5512 -0.915 1.987 -2.094 0.217
```
Forces are in eV/Å.


The following is a quantum chemistry calculation of a 4-piece molecular cluster, C29H57N5O6S overall, from the Open Molecules 2025 dataset.

Values from the calculation:
F_max = 0.0133 Eh/bohr
SMILES = SCCCc1ccc2nccnc2c1.COCCNCCOC.COCCNCCOC.COCCNCCOC
E_HOMO = -8.60 eV
Charge = 0
E = -2262.44177 Ha

Geometry as XYZ:
```
98
Properties=species:S:1:pos:R:3:forces:R:3:mulliken_charge:R:1
S -1.1481 2.5694 2.7370 0.111 -0.170 0.121 -0.247
C -2.4591 2.1432 1.5462 -0.108 0.291 0.088 -0.609
C -3.1188 0.8254 1.9159 0.123 -0.059 0.127 -0.930
C -2.2318 -0.4269 1.7951 0.030 0.065 -0.363 -0.885
C -1.4161 -0.4189 0.5178 -0.226 -0.042 0.300 0.490
C 0.0006 -0.3576 0.5143 -0.470 -0.136 -0.478 -0.582
C 0.6563 -0.3290 -0.6851 0.373 -0.033 0.281 -0.633
C -0.0413 -0.3517 -1.9073 0.227 0.018 -0.244 0.500
N 0.6701 -0.3112 -3.0738 -0.055 -0.015 0.082 -0.631
C -0.0348 -0.3554 -4.1656 0.097 0.012 0.029 -0.433
C -1.4506 -0.4442 -4.1651 -0.140 0.001 -0.084 0.066
N -2.1587 -0.4738 -3.0730 0.148 -0.015 0.115 -0.615
C -1.4432 -0.4254 -1.9097 -0.154 -0.010 0.189 0.335
C -2.1053 -0.4582 -0.6655 0.011 -0.004 -0.135 -0.395
H -0.3634 3.2739 1.9165 -0.005 0.021 -0.067 0.113
H -3.2074 2.9330 1.5831 -0.034 0.016 -0.050 0.451
H -2.0501 2.1250 0.5398 0.101 -0.112 -0.014 0.323
H -3.4909 0.8998 2.9404 -0.110 -0.061 0.005 0.492
H -3.9888 0.7052 1.2696 -0.070 0.016 -0.020 0.340
H -1.6061 -0.5551 2.6761 0.153 0.084 -0.023 -0.006
H -2.8936 -1.2915 1.7326 -0.030 -0.082 0.244 0.475
H 0.5396 -0.3741 1.4494 0.034 0.143 0.068 0.547
H 1.7353 -0.3044 -0.7330 0.079 0.076 0.042 0.740
H 0.4935 -0.3165 -5.1108 0.042 -0.013 -0.041 0.423
H -1.9751 -0.4718 -5.1108 -0.091 0.049 -0.028 0.248
H -3.1865 -0.5198 -0.6679 -0.046 -0.010 -0.056 0.411
C -3.5623 5.0241 -9.8038 -0.047 0.025 0.025 -0.701
O -4.7019 4.2097 -9.6236 0.093 -0.018 0.035 -0.345
C -4.8885 3.2107 -10.6173 -0.113 0.002 -0.062 -0.804
C -4.6442 1.8231 -10.0658 0.111 -0.018 0.055 -0.181
N -3.2383 1.6129 -9.7519 -0.066 0.068 0.128 -0.304
C -2.9410 0.3801 -9.0319 0.078 0.041 -0.110 -0.856
C -3.5723 0.1631 -7.6610 -0.020 -0.126 0.031 -0.421
O -3.0864 1.0229 -6.6467 0.019 0.034 -0.096 -0.379
C -3.6922 2.3004 -6.5838 0.072 -0.012 0.130 -0.645
H -3.6452 5.8540 -9.1043 -0.012 -0.009 0.008 0.239
H -2.6280 4.4897 -9.5980 0.007 -0.013 -0.056 0.289
H -3.5169 5.4254 -10.8206 0.017 0.007 -0.009 0.342
H -4.2445 3.4042 -11.4806 0.046 -0.039 0.020 0.411
H -5.9282 3.2737 -10.9493 0.008 0.024 -0.012 0.390
H -4.9482 1.0905 -10.8201 -0.007 -0.024 0.014 0.358
H -5.3024 1.6942 -9.1959 -0.053 -0.008 -0.028 0.169
H -2.8959 2.3992 -9.2158 -0.006 0.006 0.001 0.096
H -1.8566 0.3297 -8.9062 -0.002 -0.027 -0.010 0.391
H -3.2237 -0.4639 -9.6701 -0.030 -0.008 0.007 0.416
H -3.3076 -0.8493 -7.3423 -0.013 0.009 0.017 0.358
H -4.6676 0.2052 -7.6940 0.003 0.070 -0.043 0.362
H -4.7482 2.2585 -6.8628 -0.008 0.010 -0.030 0.292
H -3.1826 3.0291 -7.2203 -0.065 0.003 -0.048 0.211
H -3.6160 2.6447 -5.5526 -0.007 -0.021 0.003 0.306
C 4.5195 -0.4693 -0.4808 0.015 0.056 0.046 -0.860
O 3.8795 -0.1974 0.7516 0.026 -0.143 -0.178 -0.385
C 3.5446 -1.3550 1.5110 -0.107 0.173 0.176 0.149
C 4.4323 -1.4841 2.7283 0.103 -0.029 0.047 -0.225
N 5.7989 -1.8366 2.3747 -0.012 0.142 -0.039 -0.345
C 6.7558 -1.7695 3.4741 0.006 -0.123 -0.086 -0.724
C 6.9760 -0.4325 4.1739 0.030 -0.016 0.128 -0.452
O 7.6226 0.5456 3.3829 -0.026 0.000 -0.070 -0.439
C 6.7814 1.2926 2.5269 0.099 0.040 0.007 -0.503
H 4.5175 0.4496 -1.0652 -0.026 0.019 0.043 0.241
H 5.5586 -0.7860 -0.3385 -0.019 -0.073 -0.071 0.351
H 3.9859 -1.2415 -1.0431 0.036 -0.016 -0.023 0.415
H 3.5691 -2.2606 0.8981 0.107 0.029 -0.048 0.452
H 2.5172 -1.2112 1.8541 -0.012 -0.070 0.001 -0.583
H 4.0235 -2.2663 3.3772 0.013 0.011 0.028 0.449
H 4.3696 -0.5316 3.2728 -0.093 -0.017 0.047 0.159
H 6.1164 -1.2358 1.6257 0.000 0.003 0.004 0.105
H 7.7220 -2.0990 3.0848 0.003 -0.016 0.024 0.371
H 6.4545 -2.5010 4.2317 -0.021 0.015 0.020 0.410
H 7.6452 -0.6178 5.0178 0.000 0.016 0.001 0.357
H 6.0469 -0.0237 4.5905 -0.034 -0.013 -0.066 0.329
H 5.7986 1.4631 2.9754 -0.025 -0.019 -0.010 0.268
H 6.6484 0.8101 1.5541 -0.076 -0.007 0.013 0.143
H 7.2604 2.2570 2.3591 0.006 -0.005 0.015 0.322
C -0.5810 -2.4675 9.8900 -0.048 -0.033 -0.003 -0.698
O -1.4996 -2.1799 8.8568 0.093 -0.027 -0.009 -0.355
C -1.5139 -0.8246 8.4279 -0.114 0.060 0.004 -0.828
C -0.9350 -0.6720 7.0385 0.113 -0.034 -0.019 -0.057
N 0.4979 -0.9283 7.0243 -0.101 -0.136 -0.018 -0.312
C 1.0993 -0.9943 5.6978 0.077 0.146 0.085 -0.821
C 0.6144 -2.0602 4.7233 0.065 0.032 -0.170 0.134
O 0.9696 -3.3815 5.0781 -0.004 -0.016 0.031 -0.435
C 0.1184 -4.0156 6.0122 0.049 -0.075 -0.052 -0.586
H -0.8068 -3.4687 10.2530 -0.009 -0.002 -0.014 0.240
H 0.4586 -2.4510 9.5435 0.007 0.055 0.018 0.287
H -0.6823 -1.7621 10.7202 0.015 0.003 0.014 0.340
H -0.9793 -0.1913 9.1424 0.054 -0.002 -0.032 0.413
H -2.5586 -0.5029 8.4055 0.002 -0.002 0.028 0.388
H -1.1101 0.3541 6.6996 0.000 -0.001 -0.034 0.338
H -1.4975 -1.3406 6.3720 -0.050 0.028 -0.005 0.150
H 0.6876 -1.7911 7.5167 -0.012 -0.005 -0.001 0.135
H 2.1733 -1.1429 5.8367 0.012 0.014 -0.037 0.383
H 0.9761 -0.0177 5.2158 -0.038 0.000 -0.002 0.398
H 1.1142 -1.8688 3.7689 0.001 -0.027 -0.007 -0.087
H -0.4633 -1.9954 4.5247 -0.025 -0.009 0.131 0.224
H -0.9226 -3.7058 5.8844 -0.012 0.025 0.022 0.267
H 0.4222 -3.8228 7.0451 -0.061 0.035 0.015 0.195
H 0.1869 -5.0892 5.8382 0.001 0.007 -0.013 0.301
```
Forces are in eV/Å.


The following is a quantum chemistry calculation of a 2-piece molecular cluster, C2HCl2NS2 overall, from the Open Molecules 2025 dataset.

Values from the calculation:
F_max = 0.0702 Eh/bohr
SMILES = S=NSCl.C#CCl
E_HOMO = -8.94 eV
Charge = 0
E = -1848.16955 Ha
Relative energy (zero: lowest compared OMol25 entry of this formula, charge and spin) = 77.3 kcal per mole

Geometry as XYZ:
```
8
Properties=species:S:1:pos:R:3:forces:R:3:nbo_charge:R:1
S 1.9908 -1.2135 0.9591 0.042 -0.207 -0.138 0.337
N 1.6049 0.2794 1.0796 -0.031 0.412 -0.468 -0.776
S 1.1071 1.5780 0.4420 0.408 0.454 0.498 0.755
Cl 0.6982 1.9327 -1.6313 0.135 -0.448 0.120 -0.304
C -1.2635 -0.1552 0.3809 -0.464 -2.857 -2.154 -0.277
C -1.2978 -1.0834 -0.4002 -0.004 2.074 1.284 -0.119
Cl -1.4171 -2.0866 -1.6627 0.112 -0.781 -0.369 0.150
H -1.4226 0.7486 0.8326 -0.198 1.352 1.227 0.233
```
Forces are in eV/Å.


The following is a quantum chemistry calculation of C19H20N2Yb as an isolated structure, from the Open Molecules 2025 dataset.

Values from the calculation:
F_max = 0.1225 Eh/bohr
Expectation value of S² = 0.75
Multiplicity = 2
E_HOMO (spin up / spin down) = -3.77 / -3.78 eV
Charge = -1
E = -2004.19283 Ha

Geometry as XYZ:
```
42
Properties=species:S:1:pos:R:3:forces:R:3:nbo_charge:R:1
C -0.3913 1.1823 -2.1715 0.368 0.305 0.423 -0.359
C 1.0116 1.3397 -1.9555 -0.454 0.153 0.295 -0.351
C 1.1910 2.2177 -0.8428 -0.430 -0.371 -0.156 -0.368
C -0.0991 2.6038 -0.3767 0.020 -0.471 -0.304 -0.339
C -1.0762 1.9646 -1.1946 0.617 -0.137 0.012 -0.344
Yb 0.0696 -0.2765 0.1468 -1.415 4.444 1.223 1.691
N -1.6344 -1.4399 -0.1301 2.318 0.525 -0.081 -1.061
C -0.3118 -2.3752 -0.4803 -3.173 -5.300 -1.221 -0.421
C 1.0928 -2.0234 -0.7653 1.542 1.416 0.157 -0.977
H 2.1428 2.5827 -0.4624 -0.229 -0.152 -0.044 0.216
H 1.8030 0.9093 -2.5668 -0.220 0.055 0.240 0.219
H -0.3049 3.3072 0.4277 0.062 -0.280 -0.126 0.225
H -2.1548 2.0927 -1.1228 0.296 -0.128 0.050 0.220
H -0.8561 0.6061 -2.9701 0.129 0.090 0.302 0.223
H 1.3398 -1.8735 -1.8163 0.067 -0.251 0.153 0.215
H -0.2756 -3.1469 0.3228 -0.315 0.317 -0.532 0.198
H -2.4365 -2.0651 -0.0370 0.744 0.100 -0.160 0.366
H 1.8253 -2.5567 -0.1604 -0.161 -0.076 -0.323 0.225
H -0.6597 -2.8202 -1.4314 -0.193 -0.303 0.717 0.206
C -2.1972 3.0446 4.4997 -0.015 0.081 0.020 -0.296
C -2.4976 2.7302 3.1646 0.232 -0.106 0.326 -0.194
C -1.8816 1.6519 2.5436 0.382 -0.294 0.306 -0.291
C -0.9028 0.8824 3.2383 -0.193 -0.042 0.106 0.285
C -0.6406 1.1908 4.5989 -0.235 0.122 -0.268 -0.306
C -1.2747 2.2665 5.2140 -0.204 -0.122 -0.431 -0.208
N -0.1887 -0.0817 2.5575 0.508 -0.197 -1.098 -0.781
C 0.2326 -1.2623 3.1418 0.021 0.346 0.094 0.182
C 1.4622 -1.8468 2.7126 -0.518 0.234 0.419 -0.290
C 1.9227 -3.0143 3.3137 -0.370 -0.051 -0.010 -0.185
C 1.1581 -3.6538 4.3000 0.094 -0.098 0.002 -0.297
C -0.0846 -3.1268 4.6819 0.261 0.292 -0.293 -0.216
C -0.5465 -1.9446 4.1141 0.343 -0.103 -0.099 -0.235
H -2.6860 3.8915 4.9845 0.127 -0.212 -0.133 0.195
H -3.2178 3.3301 2.6048 0.135 -0.151 0.199 0.199
H -2.1366 1.3582 1.5181 0.131 0.195 0.403 0.224
H 0.0802 0.5761 5.1423 -0.174 0.241 -0.147 0.212
H -1.0441 2.4966 6.2549 -0.090 0.007 -0.226 0.197
H 2.0501 -1.3271 1.9403 -0.165 -0.261 0.467 0.215
H 2.8864 -3.4261 3.0067 -0.274 0.046 0.111 0.201
H 1.5277 -4.5669 4.7692 -0.083 0.227 -0.140 0.197
H -0.6959 -3.6334 5.4300 0.184 0.055 -0.163 0.198
H -1.5118 -1.5183 4.3980 0.329 -0.146 -0.069 0.210
```
Forces are in eV/Å.


The following is a quantum chemistry calculation of C8H26CoO6 as an isolated structure, from the Open Molecules 2025 dataset.

Values from the calculation:
F_max = 0.0367 Eh/bohr
Expectation value of S² = 3.76
Multiplicity = 4
E_HOMO (spin up / spin down) = -7.82 / -7.92 eV
Charge = 0
E = -2154.55666 Ha
Relative energy (zero: lowest compared OMol25 entry of this formula, charge and spin) = 15.1 kcal per mole

Geometry as XYZ:
```
41
Properties=species:S:1:pos:R:3:forces:R:3:nbo_charge:R:1
Co 0.0278 0.2806 -0.0187 -0.086 -0.473 -0.178 1.568
O 1.7139 1.1963 0.1065 0.049 -0.537 -0.590 -1.272
H 2.0817 1.7463 0.7879 -0.015 0.191 0.386 0.441
O -1.7683 -0.6858 -0.3728 0.456 0.664 0.731 -1.307
H -2.1830 -1.0236 -1.1577 0.018 -0.234 -0.366 0.437
C -0.5921 1.3715 -3.9148 0.206 0.288 -0.733 -0.643
C -0.4061 0.0075 -3.2944 -0.114 0.022 1.594 -0.071
O 0.4111 0.1582 -2.0934 -0.002 -0.257 -1.869 -0.750
H 0.3519 1.7978 -4.2713 0.011 -0.359 -0.281 0.207
H -0.9177 2.1442 -3.2178 -0.344 -0.459 0.371 0.227
H -1.3076 1.3305 -4.7422 0.158 0.057 -0.005 0.212
H 0.0582 -0.7852 -3.8883 0.001 0.453 -0.465 0.173
H -1.3499 -0.4144 -2.9461 -0.010 0.201 -0.012 0.188
H 1.2929 0.2881 -2.4645 0.207 0.257 0.860 0.489
C -0.2762 -1.8043 3.5821 0.021 0.353 -0.009 -0.637
C -0.9938 -0.7400 2.7254 0.189 -1.289 0.272 -0.085
O -0.0928 0.1991 2.1369 -0.474 -0.286 0.566 -0.749
H -0.8896 -2.0719 4.4427 0.070 0.044 0.070 0.212
H 0.6876 -1.4244 3.9336 -0.052 -0.073 0.158 0.198
H -0.0914 -2.7243 3.0288 0.110 0.101 -0.132 0.212
H -1.7422 -0.2335 3.3369 -0.072 0.152 -0.218 0.160
H -1.4416 -1.3015 1.9076 -0.418 0.645 -0.177 0.236
H 0.4898 0.5044 2.8402 0.239 0.193 -0.390 0.486
C 2.5517 -3.3836 -0.9391 -0.319 0.161 -0.285 -0.640
C 2.1315 -2.3390 0.1058 0.630 -0.850 -0.852 -0.064
O 0.8323 -1.8479 -0.1790 0.323 0.011 0.405 -0.742
H 1.9445 -4.2914 -0.8851 0.080 -0.047 0.198 0.197
H 3.6056 -3.6526 -0.8745 -0.026 -0.048 0.252 0.219
H 2.3999 -2.9914 -1.9490 0.020 0.171 0.071 0.206
H 2.8404 -1.5172 0.0281 -0.272 0.286 0.345 0.204
H 2.1745 -2.8058 1.0928 -0.022 0.255 0.160 0.157
H 0.2997 -2.5547 -0.5562 -0.297 0.230 0.063 0.491
C -0.6929 3.5980 1.4802 -0.817 -1.017 1.115 -0.637
C -1.8064 2.9882 0.6260 0.512 0.751 -0.213 -0.049
O -1.2275 1.9931 -0.2054 -0.471 0.211 -0.335 -0.761
H -0.6247 2.9488 2.3618 0.191 0.068 -0.002 0.200
H -1.0211 4.5559 1.8819 0.327 0.242 -0.303 0.210
H 0.3031 3.5693 1.0504 -0.169 0.407 -0.514 0.239
H -2.2704 3.7534 -0.0045 0.081 0.003 -0.100 0.158
H -2.5996 2.6037 1.2715 0.071 -0.304 -0.027 0.167
H -1.9031 1.5574 -0.7521 0.007 -0.184 0.439 0.511
```
Forces are in eV/Å.


The following is a quantum chemistry calculation of an isolated ion of composition C16H23I2NO3PS and charge -1, from the Open Molecules 2025 dataset.

Values from the calculation:
F_max = 0.0788 Eh/bohr
E_HOMO = -4.25 eV
Charge = -1
E = -2238.74567 Ha
Relative energy (zero: lowest compared OMol25 entry of this formula, charge and spin) = 73.8 kcal per mole

Geometry as XYZ:
```
47
Properties=species:S:1:pos:R:3:forces:R:3:nbo_charge:R:1
C 0.4162 3.3492 0.5275 0.194 2.224 -0.089 -0.702
C 0.3008 2.7538 -0.8826 -0.463 -1.711 0.298 -0.237
I 0.8988 4.1354 -2.4801 -0.211 -0.176 1.141 0.063
C -0.1578 1.4938 -1.1389 1.349 1.976 -1.509 -0.399
I -0.2554 0.9735 -3.2937 -0.524 0.799 0.614 0.122
P -0.7082 0.0818 0.0521 -3.555 -1.385 1.370 1.121
S 0.1996 -1.3268 -1.3832 1.523 -1.941 -0.827 -0.482
C -1.4395 -1.4347 1.0067 0.958 -1.700 -0.246 -0.752
C -2.7574 -2.0247 0.3724 0.345 -0.335 0.879 -0.434
C -4.0734 -1.1894 0.4079 -1.273 -0.240 -0.929 -0.226
N -4.7006 -1.2522 -0.9678 0.057 0.070 0.501 -0.866
C -1.7321 1.2356 1.2312 -0.580 0.182 -0.148 -0.856
C -2.6511 2.2713 0.5086 -0.059 1.593 1.861 0.807
O -2.9635 3.2779 1.1335 0.393 -0.675 -0.845 -0.622
O -3.1912 2.1278 -0.7653 1.240 -0.605 0.550 -0.724
C 0.8736 0.1415 1.1408 2.391 -0.068 0.539 -0.857
C 1.7786 -1.1254 1.1448 0.852 -0.843 -0.166 0.609
O 1.6183 -2.1023 1.8632 -0.349 1.080 -0.303 -0.585
C 3.1002 -1.1825 0.2811 1.876 0.467 -1.639 -0.141
C 3.5307 -0.0782 -0.5888 1.512 -1.197 -0.109 -0.133
C 4.7889 -0.1232 -1.3594 -0.094 -1.667 1.055 -0.243
C 5.6855 -1.2844 -1.3017 -3.024 0.101 1.570 -0.230
C 5.2409 -2.4147 -0.4518 -0.684 2.016 -0.543 -0.234
C 3.9858 -2.3666 0.3141 0.954 1.202 -0.993 -0.180
H -0.5393 3.9024 0.7809 0.958 -0.648 -0.244 0.245
H 1.2055 4.1614 0.4973 -0.767 -0.905 0.066 0.224
H 0.6667 2.7150 1.4003 -0.217 -0.076 -1.015 0.237
H -1.9129 -0.0134 -0.7703 0.425 0.436 -0.131 -0.124
H -0.4758 -2.5157 -1.4022 0.040 0.789 0.505 0.144
H -0.6994 -2.2721 0.8156 -0.694 0.899 0.604 0.229
H -1.4453 -1.3213 2.1245 -0.331 0.025 -0.874 0.198
H -2.9516 -3.0026 0.9166 0.117 0.981 -0.552 0.197
H -2.5735 -2.3413 -0.6958 -0.149 0.673 1.061 0.229
H -4.0203 -0.1064 0.6614 0.494 -0.925 0.170 0.184
H -4.8513 -1.6459 1.0925 1.075 0.443 -0.412 0.172
H -4.5509 -0.3643 -1.4518 -0.203 -0.417 0.161 0.370
H -5.6942 -1.4660 -0.9050 0.311 0.402 -0.097 0.345
H -1.0901 1.7174 2.0251 -1.035 0.149 -1.059 0.235
H -2.4460 0.6137 1.8495 0.782 0.416 -0.931 0.257
H -2.9994 2.9641 -1.2274 -0.392 -0.245 0.306 0.499
H 0.6593 0.3628 2.2301 -0.082 -0.373 -1.167 0.238
H 1.5840 0.9484 0.7884 -1.039 -0.679 0.349 0.227
H 2.9368 0.8627 -0.7038 0.411 -1.105 0.189 0.210
H 5.1004 0.7387 -2.0042 -0.572 -0.829 0.752 0.212
H 6.6251 -1.3100 -1.9011 -0.919 -0.058 0.680 0.211
H 5.9276 -3.2967 -0.4299 -0.966 0.706 0.230 0.206
H 3.7571 -3.2672 0.9392 -0.074 1.175 -0.624 0.233
```
Forces are in eV/Å.


Q: Look up the F_max of the sixth one.
A: 0.0788 Eh/bohr


Q: Which formula does entry 5 have?
A: C8H26CoO6


Q: Which formula does entry 2 have?
A: C29H57N5O6S


Q: Look up the E of the second one.
A: -2262.44177 Ha